Entry a
# C9H13N3O2

One molecule with the formula C9H13N3O2 (the ωB97M-V functional and the def2-TZVPD basis, the OMol25 dataset).

SMILES = [H]/N=C(\N)Nc1ccc(OC)c(OC)c1
frontier orbital gap = 0.3287 hartree
LUMO level = 0.7 eV

ORCA input file:
```
! wB97M-V def2-TZVPD RIJCOSX def2/J DEFGRID3
* xyz 0 1
H 5.42 0.30 -0.06
N 4.66 -0.07 -0.59
C 3.55 -0.09 0.05
N 3.40 0.39 1.39
N 2.37 -0.68 -0.47
C 1.06 -0.20 -0.31
C 0.72 1.14 -0.26
C -0.65 1.53 -0.07
C -1.62 0.54 -0.05
O -2.97 0.86 0.03
C -3.22 2.22 -0.09
C -1.30 -0.84 -0.28
O -2.31 -1.81 -0.46
C -2.98 -2.10 0.78
C 0.05 -1.19 -0.26
H 3.96 1.17 1.71
H 2.37 0.51 1.59
H 2.62 -1.35 -1.19
H 1.48 1.95 -0.46
H -0.91 2.61 -0.12
H -4.32 2.20 0.13
H -2.97 2.61 -1.15
H -2.75 2.74 0.78
H -3.29 -1.10 1.30
H -2.33 -2.78 1.45
H -3.96 -2.70 0.47
H 0.35 -2.20 -0.39
*
```

Löwdin population analysis, charges in e, atoms 1 to 5: 0.02, 0.10, -0.52, 0.10, 0.07

***

Entry b
# C9H13N3O2

One molecule with the formula C9H13N3O2 (the ωB97M-V functional and the def2-TZVPD basis, the OMol25 dataset).

SMILES = [H]/N=C(\N)Nc1ccc(OC)c(OC)c1
frontier orbital gap = 0.3188 hartree
LUMO level = 0.7 eV

ORCA input file:
```
! wB97M-V def2-TZVPD RIJCOSX def2/J DEFGRID3
* xyz 0 1
H -5.07 2.15 0.78
N -4.07 2.40 0.70
C -3.30 1.35 0.88
N -3.69 0.00 0.94
N -1.91 1.56 0.99
C -0.87 0.87 0.38
C -1.01 0.13 -0.83
C 0.13 -0.42 -1.40
C 1.37 -0.27 -0.81
O 2.50 -0.90 -1.25
C 2.34 -1.61 -2.41
C 1.47 0.39 0.42
O 2.66 0.46 1.09
C 3.12 -0.75 1.62
C 0.37 1.01 0.99
H -4.60 -0.29 0.53
H -2.92 -0.63 0.88
H -1.70 2.52 1.21
H -2.00 0.04 -1.30
H -0.01 -0.90 -2.34
H 3.28 -2.21 -2.50
H 2.23 -0.86 -3.28
H 1.41 -2.27 -2.47
H 2.96 -1.54 0.79
H 2.57 -0.95 2.58
H 4.20 -0.67 1.85
H 0.54 1.41 1.97
*
```

Löwdin population analysis, charges in e, atoms 1 to 5: 0.04, 0.08, -0.52, 0.11, 0.07

***

It is entry b that is most stable; the runner-up trails by 0.348 eV.

***

Entry a
# C3H14O4

A 5-piece molecular cluster, C3H14O4 overall (the ωB97M-V functional and the def2-TZVPD basis, the OMol25 dataset).

SMILES = C=CC.O.O.O.O
frontier orbital gap = 0.3763 hartree
LUMO level = 0.4 eV

ORCA input file:
```
! wB97M-V def2-TZVPD RIJCOSX def2/J DEFGRID3
* xyz 0 1
C -1.05 2.76 0.29
C -1.36 1.49 0.05
C -0.73 0.36 0.79
H -1.61 3.62 -0.06
H -0.19 2.96 0.92
H -2.29 1.33 -0.47
H -0.73 0.61 1.85
H -1.22 -0.59 0.63
H 0.28 0.00 0.56
O -0.36 -1.51 -3.48
H -1.02 -0.86 -3.38
H -0.09 -1.76 -2.58
O 2.42 1.62 0.75
H 2.06 2.18 1.45
H 3.04 2.21 0.32
O -0.91 -2.62 -0.77
H -1.08 -1.96 -0.07
H -1.78 -2.47 -1.16
O 1.32 -1.27 2.38
H 1.58 -1.89 1.68
H 1.95 -0.55 2.29
*
```

Löwdin population analysis, charges in e, atoms 1 to 5: -0.02, -0.22, -0.12, 0.05, 0.04

***

Entry b
# C3H14O4

A 4-piece molecular cluster, C3H14O4 overall (the ωB97M-V functional and the def2-TZVPD basis, the OMol25 dataset).

SMILES = CCCO.O.O.O
frontier orbital gap = 0.3982 hartree
LUMO level = 0.5 eV

ORCA input file:
```
! wB97M-V def2-TZVPD RIJCOSX def2/J DEFGRID3
* xyz 0 1
C -2.94 -1.93 -0.15
C -2.33 -0.59 0.32
C -1.08 -0.23 -0.44
O -0.41 0.87 0.17
H -3.52 -1.75 -1.05
H -3.41 -2.59 0.56
H -2.07 -2.52 -0.50
H -3.04 0.21 0.12
H -2.15 -0.60 1.39
H -0.40 -1.10 -0.49
H -1.17 -0.11 -1.52
H 0.12 0.42 0.85
O 2.61 0.27 -0.13
H 2.79 -0.11 -1.00
H 2.02 1.01 -0.32
O 1.52 2.30 -1.73
H 1.69 2.35 -2.68
H 0.57 2.40 -1.73
O 1.57 -0.88 2.19
H 2.17 -1.59 2.35
H 1.96 -0.42 1.44
*
```

Löwdin population analysis, charges in e, atoms 1 to 5: -0.10, -0.24, -0.30, -0.08, 0.07

***

It is entry b that is most stable; the runner-up trails by 1.125 eV.

***

Entry a
# CH6NO

A 2-piece molecular cluster, CH6NO overall (the ωB97M-V functional and the def2-TZVPD basis, the OMol25 dataset).

frontier orbital gap (alpha / beta) = 0.4671 / 0.4293 hartree
LUMO level (alpha / beta) = -11.9 / -15.2 eV

ORCA input file:
```
! wB97M-V def2-TZVPD RIJCOSX def2/J DEFGRID3
* xyz 2 2
N 0.63 -1.35 1.00
H 1.66 -0.97 1.27
H 0.08 -1.50 1.87
H 0.83 -2.30 0.46
H 0.19 -0.65 0.43
O -0.44 0.95 -0.41
C -0.96 1.70 -1.20
H -0.51 2.86 -1.20
H -1.50 1.26 -2.21
*
```

Löwdin population analysis, charges in e, atoms 1 to 5: 0.27, 0.24, 0.17, 0.23, 0.05

***

Entry b
# CH6NO

A 2-piece molecular cluster, CH6NO overall (the ωB97M-V functional and the def2-TZVPD basis, the OMol25 dataset).

frontier orbital gap (alpha / beta) = 0.5202 / 0.2430 hartree
LUMO level (alpha / beta) = -10.0 / -17.5 eV

ORCA input file:
```
! wB97M-V def2-TZVPD RIJCOSX def2/J DEFGRID3
* xyz 2 2
C -0.20 1.64 -0.05
N 0.26 0.64 -0.71
H -0.82 1.40 0.80
H 0.14 2.62 -0.38
H 0.86 0.80 -1.52
H -0.09 -0.30 -0.48
H 0.41 -2.12 1.54
H -0.45 -2.71 0.11
O -0.12 -1.96 0.70
*
```

Löwdin population analysis, charges in e, atoms 1 to 5: 0.23, 0.19, 0.14, 0.15, 0.18

***

It is entry a that is most stable; the runner-up trails by 1.363 eV.